P | Below is an isolated molecule of C5H7NO2, with properties calculated with wB97M-V/def2-TZVPD.

total charge	0
HOMO-LUMO gap	10.162	eV
SMILES	COc1nocc1C

Last column: natural (NBO) charge in e.
Geometry (Å):
O (0.94677, 0.72531, -0.30588)  -0.51
O (0.85176, -2.42146, 0.87190)  -0.29
N (1.54750, -1.27843, 0.46859)  -0.21
C (-0.72715, -0.99171, 0.33388)  -0.18
C (-0.46899, -2.24773, 0.85344)  0.14
C (-2.01472, -0.28463, -0.05160)  -0.64
C (0.60787, -0.45719, 0.14787)  0.45
C (2.29207, 1.22866, -0.54012)  -0.27
H (-2.41878, -0.87177, -0.90104)  0.23
H (2.27562, 2.35763, -0.34298)  0.21
H (2.56755, 1.15536, -1.60400)  0.19
H (3.09722, 0.58889, -0.10361)  0.22
H (-0.99673, -3.08593, 1.06078)  0.20
H (-2.63194, -0.15662, 0.86593)  0.23
H (-1.60572, 0.72096, -0.35332)  0.23

---

Q | Below is an isolated molecule of C5H7NO2, with properties calculated with wB97M-V/def2-TZVPD.

total charge	0
HOMO-LUMO gap	9.508	eV
SMILES	O=C1C[C@@H]2N[C@H]2[C@H]1O

Last column: natural (NBO) charge in e.
Geometry (Å):
O (-0.55002, -1.55146, 0.77558)  -0.68
O (-2.46164, 0.34759, -0.25873)  -0.49
N (2.13720, 0.12586, -0.25062)  -0.49
C (0.86371, 0.47550, 0.42733)  -0.14
C (0.95641, -0.46822, -0.76537)  -0.17
C (-1.38586, 0.30199, -0.44097)  0.62
C (-0.26445, 1.40682, 0.25197)  -0.56
C (-0.41866, -1.09930, -0.55126)  0.00
H (-0.63359, 1.62209, 1.46810)  0.23
H (0.85043, 0.10047, 1.45010)  0.21
H (2.40681, -0.45196, 0.61071)  0.35
H (-1.41861, -1.85727, 0.72845)  0.47
H (1.00467, 0.01722, -1.79165)  0.20
H (-0.30706, 2.64267, -0.24657)  0.25
H (-0.77932, -1.61201, -1.40708)  0.20

---

R | Below is an isolated molecule of C5H7NO2, with properties calculated with wB97M-V/def2-TZVPD.

total charge	0
HOMO-LUMO gap	9.126	eV
SMILES	CC(=C=O)[C@@]1(N)CO1

Last column: natural (NBO) charge in e.
Geometry (Å):
O (-2.60294, -1.51008, 0.12733)  -0.45
O (0.35546, -2.03990, -0.23424)  -0.63
N (1.37538, 0.38936, -1.02875)  -0.77
C (-0.77130, 0.15532, 0.06541)  -0.42
C (0.60537, -0.30111, -0.15053)  0.41
C (1.15681, -1.36450, 0.69324)  -0.11
C (-1.11993, 1.61365, 0.24225)  -0.59
C (-1.67209, -0.81569, 0.12233)  0.79
H (2.31900, 0.06729, -1.17928)  0.40
H (2.23398, -1.54360, 0.58896)  0.16
H (-0.89400, 2.18879, -0.65969)  0.21
H (0.92563, 0.77735, -1.84545)  0.39
H (-2.18279, 1.72900, 0.45123)  0.23
H (-0.56014, 2.05561, 1.06984)  0.21
H (0.83156, -1.40148, 1.73734)  0.17

---

S | Below is an isolated molecule of C5H7NO2, with properties calculated with wB97M-V/def2-TZVPD.

total charge	0
HOMO-LUMO gap (spin up / spin down)	7.359 / 7.359	eV
SMILES	CC(=O)OC(C)=C=N

Last column: natural (NBO) charge in e.
Geometry (Å):
O (-2.32316, -0.34863, -0.32795)  -0.51
O (-0.17082, 0.59997, -0.95035)  -0.53
N (-0.06014, -2.49740, 0.36890)  -0.61
C (-1.39129, 0.33013, 0.00067)  0.78
C (2.13081, -0.18240, -0.98693)  -0.67
C (-1.40592, 1.48173, 0.96761)  -0.72
C (0.69140, -0.38467, -0.67444)  0.27
C (0.16539, -1.30664, 0.18817)  0.18
H (-0.83422, -2.62576, 1.03116)  0.36
H (2.66803, -1.13210, -0.98329)  0.23
H (2.59197, 0.49253, -0.25908)  0.23
H (-2.07208, 1.23118, 1.79408)  0.24
H (-0.40680, 1.69276, 1.34422)  0.24
H (-1.80509, 2.36109, 0.45618)  0.25
H (2.22193, 0.28820, -1.96894)  0.25

---

Preferred: R; penalty for the next structure: 0.0131 hartree.

---

P | Below is an isolated molecule of C4H4O3, with properties calculated with wB97M-V/def2-TZVPD.

total charge	0
HOMO-LUMO gap	9.030	eV
SMILES	CC(=O)C(=O)C=O

Last column: natural (NBO) charge in e.
Geometry (Å):
O (-2.49336, -0.78341, 1.27614)  -0.45
O (-0.34462, 0.55140, -1.91740)  -0.49
O (0.02372, 1.53375, 0.91296)  -0.47
C (-0.50516, 0.55347, 0.43051)  0.37
C (1.44789, -0.61988, -0.81695)  -0.72
C (0.13521, 0.11625, -0.89818)  0.52
C (-1.72959, 0.13661, 1.30995)  0.37
H (1.86041, -0.72515, -1.82196)  0.25
H (-1.70653, 0.94404, 2.06680)  0.13
H (2.15107, -0.06279, -0.18837)  0.25
H (1.31278, -1.60849, -0.36657)  0.24

---

Q | Below is an isolated molecule of C4H4O3, with properties calculated with wB97M-V/def2-TZVPD.

total charge	0
HOMO-LUMO gap	9.281	eV
SMILES	O=CC(C=O)=CO

Last column: natural (NBO) charge in e.
Geometry (Å):
O (-0.00922, -2.08229, -0.60446)  -0.48
O (1.70098, 1.55648, -1.10128)  -0.53
O (-1.91511, 0.58652, 0.76664)  -0.61
C (1.31091, 0.43677, -0.85667)  0.41
C (0.15567, 0.16406, -0.01248)  -0.41
C (-0.06774, -1.26898, 0.29405)  0.32
C (-0.74512, 1.09117, 0.37611)  0.31
H (1.79711, -0.47923, -1.25180)  0.13
H (-0.56050, 2.16941, 0.38441)  0.23
H (-1.70984, -0.41546, 0.55978)  0.48
H (-0.07395, -1.58127, 1.36838)  0.15

---

Preferred: P; penalty for the next structure: 0.0208 hartree.